# 1
C55H62BN11OS5Ti | ωB97M-V/def2-TZVPD

## Properties
- Total energy: -154441.10897 eV
- Relative energy (zero: lowest compared OMol25 entry of this formula, charge and spin): 1.386 eV
- HOMO-LUMO gap: 5.80 eV
- LUMO energy: -6.48 eV

```
! RIJCOSX wB97M-V def2-TZVPD def2/J DEFGRID3
* xyz 2 1
Ti -0.168 -1.816 1.010
C -0.581 4.639 2.509
C -1.158 3.925 1.334
C -2.061 4.503 0.513
C -2.557 3.805 -0.626
N -2.271 2.554 -0.818
N -1.426 1.935 0.052
B -1.311 0.430 -0.215
N -2.453 -0.369 -0.938
N -2.565 0.074 -2.222
C -3.444 -0.471 -3.008
C -4.392 -1.394 -2.490
C -4.252 -1.896 -1.238
C -5.177 -2.938 -0.696
C -3.104 -1.471 -0.488
S -2.592 -2.555 0.772
C -3.408 -0.148 -4.490
C -3.291 -1.483 -5.245
C -4.708 0.549 -4.906
C -2.193 0.714 -4.827
N 0.036 0.222 -1.111
N 0.668 1.397 -1.279
C 1.598 1.512 -2.184
C 1.925 0.426 -3.035
C 1.311 -0.776 -2.872
C 1.610 -1.966 -3.725
C 0.364 -0.869 -1.814
S -0.299 -2.394 -1.358
C 2.321 2.842 -2.289
C 2.283 3.324 -3.745
C 1.669 3.891 -1.390
C 3.773 2.608 -1.845
C -0.728 2.576 1.037
S 0.557 1.906 1.880
C -3.476 4.505 -1.613
C -2.889 5.873 -1.982
C -3.629 3.679 -2.883
C -4.842 4.689 -0.940
H -1.086 5.591 2.659
H 0.485 4.818 2.361
H -0.666 4.030 3.410
H -2.406 5.509 0.709
H -5.199 -1.742 -3.122
H -6.025 -3.064 -1.366
H -5.545 -2.660 0.292
H -4.664 -3.894 -0.593
H -4.206 -2.074 -5.195
H -2.467 -2.089 -4.860
H -3.094 -1.283 -6.299
H -5.579 -0.078 -4.706
H -4.689 0.746 -5.978
H -4.849 1.497 -4.391
H -1.268 0.144 -4.703
H -2.128 1.597 -4.195
H -2.254 1.031 -5.868
H 2.671 0.558 -3.808
H 2.356 -1.716 -4.477
H 0.707 -2.315 -4.232
H 1.978 -2.801 -3.127
H 1.256 3.422 -4.101
H 2.821 2.660 -4.422
H 2.756 4.303 -3.814
H 0.628 4.062 -1.671
H 2.211 4.832 -1.497
H 1.691 3.593 -0.342
H 4.289 1.883 -2.478
H 3.810 2.249 -0.813
H 4.328 3.545 -1.897
H -1.900 5.767 -2.435
H -2.804 6.542 -1.127
H -3.540 6.359 -2.709
H -2.669 3.568 -3.389
H -4.320 4.176 -3.565
H -4.004 2.682 -2.664
H -4.772 5.305 -0.041
H -5.273 3.725 -0.663
H -5.531 5.183 -1.626
C -0.976 -1.708 5.351
C -1.073 -1.389 3.893
N -0.283 -1.973 3.035
N 0.678 -2.847 3.604
C 0.966 -3.850 2.853
S 0.258 -4.143 1.276
S 2.270 -4.857 3.453
C 1.603 -6.520 3.100
C 0.412 -6.845 3.951
C 0.588 -7.301 5.254
C -0.508 -7.573 6.057
C -1.794 -7.390 5.565
C -1.977 -6.943 4.265
C -0.878 -6.673 3.461
C -2.090 -0.429 3.444
C -3.017 0.017 4.398
C -4.068 0.853 4.082
C -4.237 1.251 2.769
C -3.326 0.868 1.798
C -2.247 0.070 2.140
O -1.274 -0.221 1.167
H -0.311 -2.542 5.529
H -0.598 -0.832 5.886
H -1.960 -1.943 5.751
H 1.397 -6.614 2.034
H 2.447 -7.172 3.327
H 1.589 -7.449 5.642
H -0.359 -7.938 7.064
H -2.649 -7.611 6.189
H -2.977 -6.825 3.869
H -1.027 -6.350 2.437
H -2.919 -0.307 5.422
H -4.760 1.168 4.851
H -5.079 1.868 2.484
H -3.490 1.195 0.785
N 6.646 0.547 1.730
C 7.872 0.853 1.175
C 8.994 1.506 1.683
C 10.063 1.630 0.826
C 10.028 1.129 -0.493
C 8.918 0.486 -0.987
C 7.821 0.345 -0.129
N 6.601 -0.261 -0.355
C 5.943 -0.124 0.767
C 4.582 -0.620 0.932
C 3.779 -0.333 2.030
C 2.469 -0.763 2.041
N 1.929 -1.475 1.038
C 2.741 -1.841 0.019
C 4.041 -1.427 -0.078
H 6.369 0.720 2.680
H 9.030 1.893 2.692
H 10.961 2.125 1.171
H 10.898 1.255 -1.122
H 8.883 0.097 -1.994
H 4.131 0.254 2.866
H 1.822 -0.518 2.870
H 2.302 -2.494 -0.721
H 4.656 -1.718 -0.917
*
```


# 2
C18H49BF4N3O7 | ωB97M-V/def2-TZVPD

## Properties
- Total energy: -49805.26498 eV
- HOMO-LUMO gap: 10.13 eV
- LUMO energy: -2.06 eV

```
! RIJCOSX wB97M-V def2-TZVPD def2/J DEFGRID3
* xyz 1 1
O 13.801 15.223 15.072
H 13.705 14.822 15.957
C 17.820 10.756 11.995
O 17.021 11.512 12.891
C 16.949 12.834 12.349
C 16.280 13.852 13.404
N 15.440 13.109 14.497
H 14.844 13.849 14.841
H 14.808 12.432 14.093
C 16.120 12.424 15.627
C 15.030 12.047 16.626
O 13.955 11.431 15.929
C 13.080 10.604 16.760
H 18.722 11.255 11.640
H 17.267 10.594 11.069
H 18.010 9.792 12.467
H 16.432 12.985 11.402
H 17.957 13.226 12.209
H 15.658 14.546 12.839
H 17.050 14.372 13.974
H 16.803 13.117 16.119
H 16.657 11.562 15.231
H 14.615 12.898 17.165
H 15.488 11.330 17.307
H 12.467 10.064 16.038
H 12.471 11.154 17.477
H 13.704 9.850 17.241
C 13.482 11.949 12.066
O 12.952 12.573 13.195
C 11.767 11.921 13.774
C 11.307 12.638 15.072
N 11.237 14.151 14.814
H 11.131 14.623 15.701
H 12.174 14.479 14.628
C 10.242 14.727 13.735
C 10.487 16.192 13.614
O 10.322 16.889 14.915
C 10.036 18.264 14.948
H 12.693 11.547 11.430
H 14.045 11.068 12.375
H 14.167 12.570 11.489
H 11.959 10.849 13.797
H 11.030 11.962 12.971
H 12.021 12.672 15.895
H 10.367 12.227 15.442
H 9.239 14.675 14.159
H 10.487 14.169 12.831
H 9.757 16.630 12.933
H 11.469 16.326 13.160
H 8.993 18.394 14.658
H 10.589 18.822 14.192
H 10.302 18.751 15.886
C 13.048 18.312 12.035
O 13.069 18.405 13.441
C 14.308 18.394 14.089
C 14.081 18.666 15.603
N 13.028 17.629 16.228
H 12.158 17.825 15.754
H 13.184 16.735 15.785
C 12.886 17.570 17.727
C 14.019 16.618 18.226
O 15.350 17.075 17.977
C 16.251 16.265 17.217
H 13.287 17.318 11.659
H 13.868 18.951 11.707
H 12.113 18.641 11.580
H 15.022 19.114 13.689
H 14.667 17.409 13.790
H 13.686 19.681 15.559
H 15.060 18.457 16.035
H 11.922 17.178 18.050
H 12.941 18.567 18.163
H 13.908 15.580 17.913
H 13.858 16.622 19.304
H 16.880 16.876 16.569
H 15.754 15.508 16.610
H 16.957 15.727 17.850
B 11.038 14.129 18.278
F 12.217 13.736 17.810
F 10.541 15.015 17.397
F 10.085 13.148 18.452
F 11.353 14.815 19.478
*
```


# 3
C11H15MoNP | ωB97M-V/def2-TZVPD

## Properties
- Total energy: -24273.39687 eV
- Relative energy (zero: lowest compared OMol25 entry of this formula, charge and spin): 0.000 eV
- <S²>: 2.03
- HOMO-LUMO gap (alpha / beta): 6.31 / 8.61 eV
- LUMO energy (alpha / beta): -3.59 / -3.75 eV

```
! RIJCOSX wB97M-V def2-TZVPD def2/J DEFGRID3
* xyz 1 3
C 0.695 0.346 -2.845
C 0.060 -0.198 -3.979
C -0.357 -1.536 -4.058
C -0.320 -2.387 -2.937
C 0.238 -2.008 -1.690
Mo -0.731 -0.281 -1.680
P 0.008 1.910 -0.642
H 1.291 1.252 -2.842
H 0.032 0.396 -4.896
H -0.559 -1.951 -5.044
H 0.513 -2.794 -0.970
H -0.616 -3.437 -3.094
H -0.962 2.526 0.202
H 0.224 3.010 -1.521
H 1.230 2.035 0.098
N -0.436 -0.913 0.546
C -0.179 -0.193 1.781
C 1.133 0.053 2.190
C 1.327 0.819 3.346
C 0.223 1.287 4.075
C -1.082 0.965 3.671
C -1.286 0.199 2.520
H 0.362 -1.550 0.428
H -1.248 -1.517 0.729
H 1.975 -0.335 1.616
H 2.334 1.091 3.664
H 0.366 1.940 4.946
H -1.949 1.347 4.213
H -2.284 -0.074 2.172
*
```


# 4
C3H10NO2 | ωB97M-V/def2-TZVPD

## Properties
- Total energy: -8849.61529 eV
- Relative energy (zero: lowest compared OMol25 entry of this formula, charge and spin): 2.725 eV
- HOMO-LUMO gap: 11.19 eV
- LUMO energy: -3.52 eV

```
! RIJCOSX wB97M-V def2-TZVPD def2/J DEFGRID3
* xyz 1 1
C 1.823 -0.336 -0.348
C -2.284 0.609 -0.008
C 1.609 1.182 -0.150
N 0.852 -1.000 0.557
O -1.604 -0.637 -0.349
O 1.095 1.651 0.808
H 1.552 -0.513 -1.314
H 2.718 -0.691 0.060
H -2.642 0.382 0.924
H -1.615 1.360 0.095
H 2.120 1.903 -0.822
H 0.846 -2.005 0.359
H -0.188 -0.671 0.320
H -3.011 0.766 -0.665
H -2.269 -0.972 -0.948
H 0.999 -1.029 1.482
*
```


# 5
C4H16O4 | ωB97M-V/def2-TZVPD

## Properties
- Total energy: -12587.82621 eV
- Relative energy (zero: lowest compared OMol25 entry of this formula, charge and spin): 10.010 eV
- HOMO-LUMO gap: 3.62 eV
- LUMO energy: -5.95 eV

```
! RIJCOSX wB97M-V def2-TZVPD def2/J DEFGRID3
* xyz 0 1
C 0.230 1.689 -1.270
C -0.624 0.658 -0.575
C -0.489 -0.693 -1.163
C -1.279 -1.669 -0.324
H -0.258 2.385 -1.974
H 0.587 2.326 -0.523
H 1.067 1.207 -1.804
H -0.330 0.605 0.423
H -0.795 -0.586 -2.232
H -1.379 -2.712 -0.627
H -0.806 -1.820 0.646
H -2.285 -1.286 -0.076
H -1.734 0.968 -0.439
H -2.419 1.029 2.497
O -1.966 0.616 1.775
H 0.598 -0.811 -1.190
H 3.230 -0.424 -1.798
O 2.441 -0.365 -1.279
H 2.804 -0.127 1.319
H 2.214 0.032 0.070
O 1.953 0.245 1.031
H 0.547 -0.288 2.534
H -1.045 -0.144 2.246
O -0.262 -0.835 2.731
*
```


# 6
C3H7N3O2 | ωB97M-V/def2-TZVPD

## Properties
- Total energy: -11786.41991 eV
- Relative energy (zero: lowest compared OMol25 entry of this formula, charge and spin): 4.893 eV
- HOMO-LUMO gap: 9.78 eV
- LUMO energy: 0.65 eV

```
! RIJCOSX wB97M-V def2-TZVPD def2/J DEFGRID3
* xyz 0 1
C 1.043 0.981 0.259
C 0.525 -1.550 0.363
C -0.776 -2.088 -0.688
H -1.077 3.107 0.927
H -1.249 2.948 -0.686
H 1.915 1.550 0.025
H 2.285 -0.454 -0.148
H -0.209 -1.137 1.213
H 0.928 -2.422 0.858
H -1.297 -0.217 -0.605
N -0.603 2.670 0.123
N -0.230 1.287 0.129
N 1.385 -0.426 0.465
O -1.506 -1.035 -1.241
O -1.133 -3.213 -0.995
*
```


# 7
C8H14 | ωB97M-V/def2-TZVPD

## Properties
- Total energy: -8517.67870 eV
- Relative energy (zero: lowest compared OMol25 entry of this formula, charge and spin): 5.401 eV
- HOMO-LUMO gap: 8.43 eV
- LUMO energy: 0.96 eV

```
! RIJCOSX wB97M-V def2-TZVPD def2/J DEFGRID3
* xyz 0 1
C 1.631 0.057 1.760
C 1.007 1.012 -1.148
C -2.569 -0.488 -0.933
C 1.157 1.233 2.581
C 0.298 0.035 -0.318
C -1.175 -0.880 -1.292
C 0.163 -0.704 0.680
C -0.850 -1.636 -2.331
H -0.404 -1.398 1.260
H 2.510 0.265 1.154
H 1.830 -0.832 2.356
H 0.294 1.493 -1.818
H 1.497 1.753 -0.517
H 1.760 0.526 -1.769
H -3.286 -0.775 -1.712
H -2.643 0.594 -0.792
H -2.885 -0.950 0.006
H 0.247 0.990 3.131
H 1.906 1.550 3.316
H 0.939 2.097 1.948
H -1.604 -2.047 -3.003
H 0.177 -1.894 -2.560
*
```


# 8
C41H31Br2ClFeN4O5S | ωB97M-V/def2-TZVPD

## Properties
- Total energy: -257044.08285 eV
- <S²>: 8.76
- HOMO-LUMO gap (alpha / beta): 6.77 / 6.21 eV
- LUMO energy (alpha / beta): -3.24 / -3.84 eV

```
! RIJCOSX wB97M-V def2-TZVPD def2/J DEFGRID3
* xyz 1 6
Fe -0.402 -0.359 -0.079
C -2.216 1.847 1.723
O -0.967 1.171 1.539
C 0.006 1.314 2.495
C -0.202 1.915 3.726
C 0.853 1.996 4.620
C 2.101 1.485 4.288
C 2.304 0.885 3.059
C 1.253 0.785 2.153
N 1.348 0.166 0.880
N 2.501 -0.305 0.602
C 2.793 -0.851 -0.590
C 1.963 -0.719 -1.737
O 0.794 -0.207 -1.691
C 2.480 -1.137 -3.009
C 3.683 -1.738 -3.103
C 4.510 -1.977 -1.954
C 5.732 -2.660 -2.071
C 6.512 -2.891 -0.964
C 6.082 -2.438 0.288
C 4.888 -1.767 0.425
C 4.079 -1.519 -0.695
H -2.036 2.911 1.883
H -2.776 1.696 0.806
H -2.767 1.405 2.549
H -1.174 2.300 3.998
H 0.694 2.459 5.584
H 2.921 1.556 4.989
H 3.271 0.488 2.789
H 1.844 -0.976 -3.869
H 4.047 -2.073 -4.068
H 6.051 -2.999 -3.050
H 7.453 -3.417 -1.057
H 6.693 -2.620 1.163
H 4.565 -1.429 1.400
Br -5.876 -1.587 -3.859
C -4.452 -1.181 -2.711
C -4.142 -2.022 -1.657
C -3.072 -1.686 -0.851
N -2.342 -0.585 -1.045
C -2.666 0.241 -2.052
C -3.711 -0.026 -2.917
C -1.840 1.471 -2.127
C -1.989 2.455 -3.092
C -1.176 3.574 -3.014
Br -1.334 4.930 -4.299
C -0.250 3.690 -1.988
C -0.161 2.653 -1.081
N -0.936 1.575 -1.152
H -4.713 -2.917 -1.460
H -2.789 -2.303 -0.012
H -3.963 0.640 -3.728
H -2.711 2.372 -3.890
H 0.390 4.556 -1.900
H 0.559 2.677 -0.272
O 0.191 -2.368 -0.643
S -0.316 -3.754 -0.280
C 0.465 -4.787 -1.498
C 1.819 -4.629 -1.769
C 2.403 -5.434 -2.728
C 1.640 -6.387 -3.399
C 0.290 -6.532 -3.121
C -0.310 -5.721 -2.165
C 0.581 -4.297 1.163
C 1.727 -3.637 1.573
C 2.409 -4.117 2.679
C 1.943 -5.234 3.359
C 0.786 -5.879 2.940
C 0.093 -5.407 1.834
H 2.401 -3.884 -1.239
H 3.457 -5.327 -2.950
H 2.104 -7.019 -4.144
H -0.299 -7.270 -3.648
H -1.366 -5.816 -1.943
H 2.063 -2.757 1.044
H 3.300 -3.606 3.021
H 2.479 -5.601 4.224
H 0.420 -6.744 3.476
H -0.813 -5.901 1.501
Cl -0.011 -1.696 4.433
C -1.518 -2.241 3.649
C -1.796 -1.458 2.373
O -2.873 -0.901 2.224
O -0.840 -1.509 1.507
H -2.332 -2.104 4.351
H -1.391 -3.296 3.412
*
```


# 9
C20H34N5O2SSe2V | ωB97M-V/def2-TZVPD

## Properties
- Total energy: -200049.14945 eV
- Relative energy (zero: lowest compared OMol25 entry of this formula, charge and spin): 0.008 eV
- <S²>: 0.76
- HOMO-LUMO gap (alpha / beta): 7.42 / 6.74 eV
- LUMO energy (alpha / beta): -2.04 / -2.04 eV

```
! RIJCOSX wB97M-V def2-TZVPD def2/J DEFGRID3
* xyz 1 2
V -0.626 0.708 0.734
N 1.038 1.952 1.431
C 0.675 3.371 1.261
C 0.047 3.566 -0.115
N -0.955 2.525 -0.440
C -2.354 2.929 -0.244
C -2.695 2.937 1.238
N -2.289 1.648 1.842
H 1.406 1.805 2.365
H 1.801 1.712 0.789
H 1.540 4.032 1.353
H -0.018 3.633 2.061
H 0.829 3.497 -0.871
H -0.394 4.565 -0.183
H -0.798 2.262 -1.410
H -2.983 2.200 -0.762
H -2.554 3.914 -0.678
H -3.759 3.133 1.380
H -2.154 3.737 1.743
H -3.061 0.988 1.824
H -2.026 1.754 2.822
C 3.168 -3.628 -5.892
C 2.756 -2.646 -4.832
C 3.204 -2.775 -3.518
C 2.832 -1.861 -2.545
C 1.994 -0.811 -2.891
C 1.541 -0.654 -4.192
C 1.924 -1.574 -5.153
S 1.476 0.317 -1.646
O 2.596 0.637 -0.791
O 0.841 1.425 -2.335
N 0.417 -0.427 -0.684
C -0.746 -1.023 -1.151
C -0.899 -1.973 -2.156
C -2.161 -2.499 -2.379
C -3.231 -2.093 -1.593
C -2.999 -1.160 -0.602
N -1.793 -0.626 -0.388
H 3.774 -4.431 -5.476
H 3.751 -3.130 -6.668
H 2.296 -4.071 -6.373
H 3.861 -3.595 -3.257
H 3.192 -1.953 -1.529
H 0.901 0.182 -4.439
H 1.578 -1.455 -6.173
H -0.048 -2.302 -2.732
H -2.303 -3.238 -3.157
H -4.224 -2.494 -1.736
H -3.802 -0.824 0.045
C 0.175 -2.712 1.617
Se -0.612 -1.167 2.492
C 0.764 -0.975 3.875
C 0.254 -0.283 5.124
Se -0.203 1.591 4.803
C -1.110 1.909 6.490
H 1.177 -2.461 1.281
H -0.447 -2.943 0.756
H 0.180 -3.551 2.307
H 1.629 -0.465 3.449
H 1.071 -1.989 4.128
H 1.029 -0.307 5.890
H -0.637 -0.776 5.512
H -0.407 1.819 7.313
H -1.928 1.203 6.605
H -1.502 2.922 6.460
*
```


# 10
C2H10O2 | ωB97M-V/def2-TZVPD

## Properties
- Total energy: -6318.71722 eV
- Relative energy (zero: lowest compared OMol25 entry of this formula, charge and spin): 0.200 eV
- <S²>: 0.75
- HOMO-LUMO gap (alpha / beta): 9.17 / 1.01 eV
- LUMO energy (alpha / beta): -3.99 / -12.15 eV

```
! RIJCOSX wB97M-V def2-TZVPD def2/J DEFGRID3
* xyz 1 2
C 0.426 1.062 -2.450
C 1.783 0.693 -2.849
H -0.356 1.151 -3.220
H 0.347 1.867 -1.766
H 0.102 0.317 -1.635
H 1.763 -0.377 -3.268
H 2.207 1.365 -3.656
H 2.585 0.659 -2.112
H 0.554 -1.475 6.994
H -0.371 -0.744 6.069
O -0.285 -1.596 6.526
H -2.524 -1.394 -0.042
H -2.966 -0.326 0.845
O -3.264 -1.203 0.564
*
```


# 11
H3NOP2 | ωB97M-V/def2-TZVPD

## Properties
- Total energy: -22158.66091 eV
- Relative energy (zero: lowest compared OMol25 entry of this formula, charge and spin): 1.817 eV
- HOMO-LUMO gap (alpha / beta): 7.65 / 7.45 eV
- LUMO energy (alpha / beta): -1.49 / -1.00 eV

```
! RIJCOSX wB97M-V def2-TZVPD def2/J DEFGRID3
* xyz 0 1
N -2.295 -0.298 0.083
O -3.098 0.605 0.020
P -0.675 -0.335 0.164
P 2.000 0.025 -0.219
H -0.622 -1.733 -0.242
H 2.533 0.569 1.102
H 2.157 1.166 -0.908
*
```